95
Properties=species:S:1:pos:R:3:forces:R:3 method="wB97M-V/def2-TZVPD" total_charge=-1 lumo_energy_ha=0.081
P 0.90702 -1.36017 -2.05739 1.3305 -2.9551 0.0128
P -0.39206 0.42765 -1.82681 -0.0520 1.6041 4.1378
F 4.57579 -0.05039 -0.48029 -0.1007 0.0036 -3.1777
F 5.02563 -0.65120 -2.70537 -1.0909 1.4858 2.2134
F 5.21671 1.47631 -1.99917 -0.9256 -2.4891 0.4117
O 5.63652 3.80935 7.13529 -0.0887 -0.1704 -0.2691
O -5.12704 -4.66826 0.24487 -0.2864 0.5865 -0.2500
O 6.55344 5.00600 0.37119 0.0992 0.3896 0.5390
O -0.94141 -2.09316 2.84325 -1.4606 -1.2602 -3.0101
O 4.53073 2.57679 5.58487 0.5568 0.6160 0.5853
O -2.18056 -1.24258 -4.61028 3.7926 0.9170 0.8464
O -6.00157 -2.67285 -0.37057 0.0837 -0.5593 0.1025
O -6.40953 1.73448 -1.70989 0.2870 -0.4656 -0.3644
O -0.10769 1.00819 -0.40152 -0.3923 -0.4737 -2.5083
O 3.00214 1.94777 -2.94705 0.1685 -0.2697 0.3287
O 6.50846 6.37648 2.17304 0.1578 -0.3865 -0.5300
O -4.89917 0.56872 -2.92812 -0.5966 0.4002 0.2609
N -0.83867 -3.66590 1.04846 -0.5318 0.7406 1.9127
C -5.24258 1.56472 -5.01842 -0.1023 0.2186 -0.4711
C -6.06914 -3.92421 0.15562 0.8015 -0.4133 0.2739
C 1.93730 -2.97082 -2.07758 0.1664 -1.8233 0.6795
C 0.61347 -3.76695 1.35120 1.4176 -0.8479 -0.5459
C 2.15291 -0.36758 -3.12936 0.1123 1.1817 -0.5119
C -5.87555 2.44265 -3.95836 -0.1265 -0.1372 -0.5378
C -8.27384 -3.14566 -0.06711 -0.5981 -0.0786 -0.0114
C 4.43476 0.28707 -1.85396 0.7172 1.8573 0.1705
C 5.27793 3.23039 1.20918 -0.2959 -0.5482 0.1508
C -0.97039 -0.96270 -4.33558 -2.6742 -2.1044 -0.8209
C 2.42764 -3.44991 -0.60966 0.1398 -1.5789 -1.0930
C 5.33685 4.97316 7.91379 0.1921 0.2499 0.3306
C -1.44930 -2.54653 1.79436 0.6278 1.4777 1.1610
C 4.59506 3.54360 6.29960 -0.4418 -1.0348 -0.6304
C 5.81049 3.85553 -0.05888 -0.1163 -0.4419 -0.4657
C -4.27781 0.72533 -4.21248 0.2069 -0.2778 -0.4647
C -7.46471 -4.21080 0.64221 -0.4840 0.0231 -0.2812
C -0.04144 -2.01543 -3.60556 -1.2403 0.1536 -2.1211
C 1.36000 -4.44936 0.08932 -0.3649 0.1505 0.4007
C 5.06957 4.43515 2.10339 0.1117 -0.5103 0.0199
C 4.28847 5.72219 7.12318 -0.2556 0.5824 -0.0154
C 2.93006 0.68051 -2.20650 -0.5489 0.3407 -1.0042
C -5.79789 1.56745 -2.73505 -0.0699 0.1850 0.8231
C -2.76894 -1.91141 1.15422 0.2933 -0.6232 -0.1097
C -7.27086 -2.02538 -0.22161 -0.2091 0.5201 -0.1302
C 6.12021 5.38881 1.60025 -0.0267 0.7550 0.3367
C 3.53316 4.60112 6.43917 0.0990 0.5661 -0.0161
C -1.59112 -4.88830 1.51137 -0.3972 -0.1071 -0.3865
H -7.23072 -1.37836 0.65940 0.0362 -0.0210 -0.0636
H -0.70031 -2.90293 -3.28902 0.7462 1.4702 -0.4405
H -0.08103 -2.07679 -1.23659 -0.2831 0.3082 -0.0271
H 3.65826 6.36274 7.74236 0.1038 -0.0501 0.0148
H 0.53164 -4.76663 -0.63904 1.2733 0.6230 0.8254
H 3.15414 4.90747 5.46481 -0.1396 -0.3382 0.0794
H 2.82280 -1.00326 -3.79575 -0.6939 0.8501 1.1059
H 2.40543 0.93473 -1.22648 0.5914 -0.8968 -1.0886
H 4.08313 4.88269 1.95962 0.0552 0.0589 0.1012
H -2.90548 -0.82096 1.45571 0.3211 -1.6391 -0.0924
H 6.03709 2.57525 1.64725 -0.0874 0.0330 -0.0594
H -7.78108 -5.21378 0.35755 0.2460 -0.0372 0.2816
H -7.49485 -4.09023 1.72759 0.0764 -0.1274 -0.0302
H -5.29645 3.35222 -3.78273 -0.1226 0.0048 0.0864
H -4.11246 -0.25158 -4.66128 0.0874 0.1219 0.3524
H 4.37514 2.63899 1.05143 0.1127 0.0304 -0.0707
H 1.51862 0.26424 -3.85601 1.1178 -0.7690 0.9593
H 1.11248 -2.75144 1.49919 -1.1706 -1.3028 -0.0198
H -2.68521 -4.77663 1.19004 1.5287 -0.2569 0.5302
H -1.17483 -5.83505 1.02461 -0.4521 1.3904 0.6435
H -8.57691 -3.51090 -1.05335 0.0169 0.0613 0.0773
H 6.46707 3.17680 -0.60362 0.0199 0.2791 -0.0173
H -0.13100 1.40158 -2.85795 -0.6041 -0.0145 0.0577
H -3.64701 -2.56109 1.50214 1.0864 1.0580 -0.5178
H 2.74012 -2.59299 0.06658 -0.5429 -0.9734 -0.7902
H 2.72487 4.21364 7.06354 -0.0144 -0.0724 -0.1519
H 4.77186 6.35184 6.36990 -0.0244 -0.0486 0.0943
H 5.01062 4.18656 -0.72734 0.0627 -0.0226 0.0246
H -6.90967 2.68579 -4.20139 0.0880 0.2169 0.3061
H -2.72646 -1.95394 0.01461 0.0235 -0.1362 1.5780
H -6.00735 0.92291 -5.46747 0.0886 0.0345 0.0154
H -4.75941 2.12386 -5.82138 0.0314 -0.0959 0.0624
H 2.81782 -2.98637 -2.79720 -0.9455 0.2016 0.8499
H 1.22683 -3.80708 -2.43550 1.1183 1.1219 0.4139
H 1.56662 -1.01327 -0.81179 -0.1155 0.7138 -0.1612
H -1.50933 -4.95730 2.64935 -0.1584 -0.1907 -1.3282
H 2.09869 2.22831 -3.19020 0.5546 -0.5840 0.4086
H -3.31168 1.21877 -4.07514 -0.0426 -0.0809 0.0421
H 1.85090 -5.43418 0.42477 -0.4606 1.5213 -0.4310
H -7.47459 -1.41232 -1.10054 0.3014 0.0158 0.1000
H 0.82582 -4.42726 2.26748 -0.4463 1.1010 -0.9660
H 0.67205 -2.45162 -4.40036 -0.7733 0.9115 1.0485
H 4.96879 4.65221 8.89307 0.0121 -0.0139 -0.0447
H -0.62852 0.07383 -4.70514 0.0971 -1.3108 0.6715
H 5.23162 4.18781 3.15241 -0.1454 0.2952 -0.0111
H 3.35746 -4.09991 -0.80571 -1.1187 1.0852 0.4478
H 6.24352 5.56393 8.05372 0.0389 -0.2607 -0.0284
H -9.17444 -2.84628 0.47157 0.0828 0.0628 -0.0567
H -1.80761 0.10612 -1.82903 0.5387 0.2236 -0.7526

---

22
Properties=species:S:1:pos:R:3:forces:R:3 method="wB97M-V/def2-TZVPD" smiles="C=CCC(=C)CC.O" lumo_energy_ha=0.026 de_lowest_kj_mol=320.5
O 0.08350 -0.12628 -3.29571 0.2154 2.1650 -0.1791
C -1.99736 0.60742 2.12465 0.7128 -0.9741 -0.9467
C -1.26123 -0.79483 0.21935 2.8448 -0.0854 -0.0657
C 2.31735 -0.31256 0.56297 2.0649 3.4686 -1.3213
C 1.22836 -0.58228 -0.41101 0.6838 -2.3127 -1.5269
C -0.10589 1.44456 -0.36247 1.6297 -0.6527 -0.0657
C -2.17045 -0.50765 1.40880 -0.6738 0.6481 -0.9333
C -0.02651 0.15365 -0.11201 -2.2173 -0.7610 0.6793
H 1.91607 -0.30697 1.53217 -0.4186 -0.1041 1.4776
H 0.45485 -0.56268 -2.51185 -0.4513 0.5128 -0.6155
H 0.24120 0.88062 -3.19094 -0.3405 -2.7347 0.0480
H 1.49430 -0.40429 -1.55041 0.4106 -0.4155 2.7887
H -0.65290 -1.73362 0.44022 -1.6330 0.5645 -0.6139
H 2.78457 0.73611 0.37996 -0.7545 -1.5240 0.4862
H -2.66634 0.84230 2.89963 -0.6190 0.3765 1.0118
H -1.64291 -0.74627 -0.82065 -0.8865 -0.9882 0.8067
H -0.88083 2.11298 -0.45812 -2.3489 0.8072 0.5168
H -3.07143 -1.18456 1.56899 1.3960 0.8713 -0.1959
H 0.79032 1.94668 -0.60660 1.2644 0.3776 -0.4885
H -1.13636 1.25359 1.91750 -0.5588 -0.1707 0.2006
H 1.16629 -1.72201 -0.22358 -0.8047 1.5554 -1.0347
H 3.13541 -0.99396 0.48912 0.4845 -0.6239 -0.0286